Here is a molecular structure, C29H28MgN5O2Se from OMol25. Energies are from ωB97M-V/def2-TZVPD.

Results
**HOMO-LUMO gap**: 5.330 eV
**LUMO**: 1.82 eV
**Charge**: -1

Geometry as XYZ:
```
66
Properties=species:S:1:pos:R:3:forces:R:3:lowdin_charge:R:1
Mg 0.165 -0.628 -0.111 -0.6 0.3 0.0 0.60
N -0.653 -0.373 1.920 0.1 0.1 0.1 -0.05
N -0.681 -1.654 2.527 0.0 0.0 -0.1 0.00
C -0.731 -2.739 1.616 0.1 -0.2 0.4 -0.73
O -0.888 -3.870 2.074 -0.1 0.2 -0.1 0.00
O -0.526 -2.429 0.393 0.4 0.0 -0.4 -0.13
H -0.228 0.284 2.563 0.1 0.0 0.0 0.10
H -1.602 -0.035 1.663 0.0 -0.1 0.1 -0.07
H -1.334 -1.762 3.289 -0.1 0.0 0.0 0.13
C 5.117 -3.238 0.907 0.0 -0.1 0.0 -0.10
C 3.860 -3.269 1.492 0.0 0.0 0.0 -0.08
C 2.955 -2.247 1.245 0.1 0.1 -0.1 -0.01
C 3.323 -1.187 0.421 0.2 -0.2 0.1 -0.25
C 4.584 -1.151 -0.172 -0.1 -0.1 0.1 -0.03
C 5.476 -2.182 0.078 0.0 0.1 0.0 -0.09
N 2.331 -0.211 0.161 -0.2 0.1 0.0 -0.01
N 2.732 0.915 -0.185 -0.1 0.0 0.0 0.10
C 1.704 1.851 -0.511 0.1 0.0 0.0 -0.31
C 2.160 3.165 -0.651 -0.1 0.0 0.0 -0.06
C 1.236 4.163 -0.909 0.0 -0.1 0.0 -0.11
C -0.110 3.820 -1.027 0.0 0.0 0.0 -0.08
C -0.524 2.497 -0.907 -0.1 0.0 -0.1 -0.11
C 0.368 1.450 -0.655 0.1 -0.1 0.1 -0.10
H 5.818 -4.045 1.087 0.0 0.0 0.0 0.10
H 3.572 -4.096 2.129 0.0 0.0 0.0 0.11
H 1.965 -2.267 1.687 0.0 0.0 0.0 0.11
H 4.835 -0.327 -0.824 0.0 0.0 0.0 0.10
H 6.455 -2.169 -0.384 0.0 0.0 0.0 0.10
H 3.218 3.376 -0.541 0.0 0.0 0.0 0.10
H 1.551 5.194 -1.010 0.0 0.0 0.0 0.09
H -0.850 4.592 -1.212 0.0 0.0 0.0 0.10
H -1.584 2.281 -0.998 0.1 0.0 0.0 0.06
C -4.261 6.302 -0.587 0.0 0.0 0.0 -0.07
C -4.096 4.827 -0.329 0.0 0.0 0.0 -0.30
C -4.257 3.893 -1.342 0.0 0.0 0.0 -0.04
C -4.118 2.526 -1.119 -0.1 0.0 0.0 -0.34
C -4.291 1.574 -2.267 0.0 0.0 0.0 -0.12
C -3.804 2.051 0.168 0.0 0.1 0.0 -0.62
Se -3.591 0.184 0.479 0.0 -0.1 -0.1 0.58
C -3.632 2.995 1.201 0.0 0.0 0.0 -0.31
C -3.271 2.558 2.591 0.0 0.0 0.0 -0.10
C -3.783 4.351 0.938 0.0 0.0 0.0 -0.04
H -4.336 6.506 -1.657 0.0 0.0 0.0 0.06
H -3.415 6.873 -0.197 0.0 0.0 0.0 0.07
H -5.164 6.699 -0.113 0.0 0.0 0.0 0.07
H -4.494 4.234 -2.347 0.0 0.0 0.0 0.10
H -4.515 2.113 -3.191 0.0 0.0 0.0 0.06
H -5.093 0.862 -2.060 0.0 0.0 0.0 0.06
H -3.392 0.970 -2.410 0.0 0.0 0.0 0.06
H -2.324 2.014 2.589 0.0 0.0 0.0 0.05
H -4.015 1.862 2.984 0.0 0.0 0.0 0.06
H -3.184 3.416 3.262 0.0 0.0 0.0 0.07
H -3.641 5.058 1.752 0.0 0.0 0.0 0.11
N 0.953 -1.786 -1.983 0.1 -0.1 0.0 0.19
C 1.337 -2.840 -1.726 -0.1 0.1 -0.1 -0.12
C 1.828 -4.137 -1.362 0.1 -0.1 0.1 -0.21
C 3.058 -4.563 -1.864 0.0 0.0 0.0 -0.04
C 3.564 -5.786 -1.461 0.0 0.0 0.0 -0.09
C 2.850 -6.567 -0.561 0.0 0.0 0.0 -0.08
C 1.630 -6.132 -0.063 0.0 0.0 0.0 -0.06
C 1.103 -4.913 -0.457 0.0 0.0 0.0 0.00
H 3.607 -3.929 -2.547 0.0 0.0 0.0 0.12
H 4.520 -6.124 -1.839 0.0 0.0 0.0 0.10
H 3.254 -7.520 -0.241 0.0 0.0 0.0 0.10
H 1.084 -6.736 0.650 0.0 0.0 0.0 0.11
H 0.172 -4.544 -0.046 0.0 0.0 0.0 0.10
```
Forces are in eV/Å.

***

Here is 2 unconnected molecules or ions with the total composition C29H28NO7S from OMol25. Energies are from ωB97M-V/def2-TZVPD.

Results
**HOMO-LUMO gap**: 5.137 eV
**LUMO**: 1.43 eV
**Charge**: -1

Geometry as XYZ:
```
66
Properties=species:S:1:pos:R:3:forces:R:3:lowdin_charge:R:1
O -2.877 4.703 1.766 0.2 0.7 0.3 -0.03
C -2.195 5.045 0.786 -0.4 -0.6 -1.0 -0.69
O -1.667 6.090 0.377 -0.2 0.6 0.7 -0.02
C -1.863 3.839 -0.182 -1.0 0.9 0.3 -0.17
C -1.733 4.261 -1.653 -0.5 -0.4 0.1 -0.07
C -0.264 4.302 -1.875 0.8 0.0 -0.1 -0.14
C 0.406 3.815 -0.734 0.8 0.7 -1.2 -0.13
C 1.800 3.864 -0.658 0.0 -0.1 -0.2 0.00
C 2.519 4.312 -1.779 -0.5 0.0 0.0 -0.09
C 1.847 4.744 -2.932 0.2 0.0 0.1 -0.10
C 0.448 4.772 -2.977 -0.1 -0.4 0.6 -0.03
N -0.522 3.478 0.244 0.7 -1.9 1.7 0.03
C -0.311 2.944 1.467 -0.5 0.2 -1.1 0.03
C 0.872 2.349 1.900 0.5 0.0 0.0 -0.08
C 1.233 2.281 3.238 -1.4 0.0 -0.4 0.00
C 2.624 2.207 3.638 1.4 -0.5 0.5 -0.20
C 3.118 2.928 4.756 -0.4 -0.4 -0.4 -0.02
C 4.470 2.887 5.092 0.1 -0.3 -0.2 -0.09
C 5.363 2.104 4.340 -0.2 0.2 0.1 -0.09
C 4.899 1.409 3.219 -0.1 0.2 0.1 -0.08
C 3.553 1.469 2.872 -0.1 0.3 0.1 -0.03
H -2.574 3.036 0.006 0.2 -0.1 -0.1 0.15
H -2.216 3.507 -2.279 0.1 0.0 -0.2 0.12
H -2.213 5.224 -1.850 0.1 -0.1 0.2 0.13
H 2.299 3.568 0.260 0.1 0.1 -0.3 0.09
H 3.611 4.323 -1.745 -0.3 0.0 0.0 0.10
H 2.424 5.077 -3.799 -0.2 -0.1 0.3 0.09
H -0.102 5.152 -3.841 0.3 -0.1 0.2 0.11
H -1.183 2.978 2.116 0.0 0.2 0.0 0.14
H 1.544 1.956 1.136 0.0 0.5 0.3 0.10
H 0.496 2.592 3.990 0.5 0.1 -0.4 0.11
H 2.417 3.547 5.325 0.3 -0.3 -0.1 0.11
H 4.831 3.466 5.946 -0.1 -0.2 -0.3 0.10
H 6.422 2.058 4.616 -0.4 0.0 -0.1 0.10
H 5.587 0.828 2.598 -0.2 0.2 0.3 0.10
H 3.209 0.965 1.971 0.1 -0.1 0.3 0.10
C 0.233 -1.948 -0.285 -0.1 -0.3 -0.4 -0.07
C 1.138 -1.512 0.832 -0.5 0.2 0.3 -0.22
O 0.259 -1.093 1.913 1.3 -0.1 -0.8 -0.05
C 0.952 -0.866 3.047 -0.9 1.0 2.2 -0.50
C 0.113 -0.168 4.075 0.9 -0.4 -4.0 -0.34
O 0.464 -0.276 5.341 1.2 -0.6 3.1 -0.17
C 1.252 -1.432 5.876 -1.0 1.0 -0.8 0.00
S -1.686 -0.300 3.743 1.5 -0.8 1.0 0.75
C -2.335 0.334 5.291 0.2 -0.2 -0.1 -0.27
C -3.246 -0.401 6.050 0.2 0.3 0.2 -0.05
C -3.610 0.083 7.309 0.1 0.1 -0.2 -0.09
C -3.062 1.277 7.786 0.0 0.2 0.0 -0.09
C -2.160 2.004 7.002 -0.1 -0.2 -0.2 -0.07
C -1.782 1.517 5.751 -0.5 0.3 0.5 -0.06
O -2.167 0.543 2.668 0.2 -0.4 0.2 -0.31
O -1.921 -1.736 3.781 -1.1 0.2 -0.4 -0.33
O 2.135 -1.208 3.204 -0.9 0.4 -0.4 0.01
H 0.825 -2.055 -1.195 0.0 0.0 -0.1 0.07
H -0.206 -2.929 -0.063 -0.1 0.3 0.0 0.08
H -0.565 -1.217 -0.466 0.2 -0.2 0.1 0.09
H 1.778 -2.329 1.190 -0.1 0.3 -0.1 0.12
H 1.771 -0.659 0.539 -0.1 -0.3 0.1 0.12
H 1.493 -1.103 6.888 0.0 -0.2 -0.2 0.08
H 0.634 -2.335 5.882 0.0 0.1 0.0 0.09
H 2.126 -1.575 5.237 -0.1 0.0 0.4 0.07
H -3.631 -1.346 5.677 0.1 0.1 0.0 0.11
H -4.327 -0.473 7.915 0.2 0.1 -0.1 0.10
H -3.350 1.661 8.774 0.1 -0.2 -0.4 0.10
H -1.746 2.952 7.344 -0.1 -0.2 0.1 0.10
H -1.066 2.052 5.140 -0.1 -0.1 0.1 0.10
```
Forces are in eV/Å.

***

Here is 2 unconnected molecules or ions with the total composition C29H28O7S2 from OMol25. Energies are from ωB97M-V/def2-TZVPD.

Results
**HOMO-LUMO gap**: 4.488 eV
**LUMO**: -1.88 eV
**Charge**: 0

Geometry as XYZ:
```
66
Properties=species:S:1:pos:R:3:forces:R:3:lowdin_charge:R:1
C 5.437 1.519 -4.538 -0.4 0.2 -0.1 -0.05
O 4.360 2.421 -4.152 -0.2 -0.5 0.1 -0.07
C 3.205 1.914 -3.647 -0.1 -0.2 0.4 -0.24
C 2.366 2.770 -2.876 0.9 0.2 -0.8 0.02
C 1.297 2.266 -2.190 -0.2 -0.9 0.1 0.01
C 1.021 0.861 -2.167 0.8 0.1 -0.5 -0.18
C -0.071 0.360 -1.413 -0.4 0.8 -0.1 0.08
C -0.687 -0.903 -1.669 -0.6 -2.1 -0.1 -0.21
C -2.076 -1.036 -2.017 1.1 0.6 0.1 0.00
C -2.606 -2.253 -2.374 0.0 -1.0 0.1 -0.01
C -1.822 -3.429 -2.239 0.9 0.0 0.4 -0.27
O -2.478 -4.612 -2.327 0.1 -0.2 -0.2 -0.10
C -1.775 -5.867 -2.164 0.0 0.7 -0.1 -0.05
C -0.429 -3.337 -1.961 -1.2 0.0 -0.1 0.00
C 0.088 -2.086 -1.675 0.2 0.5 -0.4 -0.04
C 1.778 0.059 -3.084 -0.9 -0.3 0.2 -0.01
C 2.795 0.569 -3.844 0.8 0.5 -0.2 -0.01
H 6.305 2.171 -4.687 -0.3 -0.2 0.0 0.09
H 5.663 0.779 -3.750 -0.3 0.4 -0.2 0.10
H 5.210 0.998 -5.484 0.0 0.2 0.4 0.09
H 2.574 3.843 -2.864 0.0 -0.4 0.0 0.13
H 0.601 2.922 -1.695 0.1 0.1 0.4 0.11
H -0.621 1.053 -0.793 -0.2 0.3 -0.4 0.07
H -2.694 -0.143 -2.096 0.1 -0.1 0.1 0.13
H -3.646 -2.375 -2.722 0.6 0.2 0.4 0.13
H -2.553 -6.628 -2.276 0.3 0.2 0.0 0.09
H -1.008 -5.990 -2.950 -0.3 0.0 0.3 0.10
H -1.314 -5.936 -1.162 -0.2 0.1 -0.4 0.09
H 0.215 -4.219 -1.978 -0.3 0.3 0.2 0.11
H 1.162 -1.984 -1.504 -0.4 -0.2 0.3 0.11
H 1.484 -0.986 -3.252 0.2 0.6 0.1 0.11
H 3.292 -0.041 -4.610 -0.2 0.2 0.6 0.12
C 2.482 0.135 1.437 -1.6 0.1 0.6 -0.01
O 1.197 0.151 2.161 2.4 -0.4 0.9 -0.20
C 0.084 0.729 1.722 -1.2 0.9 -2.0 -0.43
S -1.268 0.304 2.809 1.0 0.7 -0.1 0.70
C -1.631 -1.407 2.503 -0.2 -0.4 -0.5 -0.27
C -2.513 -1.676 1.462 0.1 -0.6 -0.3 -0.06
C -2.719 -2.997 1.035 0.3 0.4 0.5 -0.07
C -2.011 -4.036 1.653 -0.2 0.2 -0.1 -0.08
C -1.171 -3.771 2.742 0.0 0.3 0.0 -0.07
C -0.996 -2.449 3.184 0.1 -0.2 -0.3 -0.04
O -0.766 0.345 4.168 -0.6 0.1 -0.2 -0.30
O -2.361 1.141 2.348 0.1 -0.7 0.5 -0.32
S 0.070 2.540 1.306 -1.2 -0.8 1.1 0.70
C -0.600 3.468 2.682 0.5 0.8 -0.1 -0.30
C -1.840 4.093 2.545 0.0 -0.2 0.1 -0.07
C -2.355 4.828 3.606 0.3 0.2 0.4 -0.07
C -1.588 5.024 4.767 0.2 -0.5 -0.4 -0.07
C -0.329 4.409 4.874 -0.3 0.4 0.1 -0.07
C 0.180 3.660 3.820 -0.2 -0.3 -0.1 -0.06
O 1.462 2.877 1.119 0.1 0.1 -0.2 -0.32
O -0.891 2.823 0.250 0.6 -0.4 -0.1 -0.35
H 3.153 -0.417 2.100 -0.2 0.1 -0.2 0.09
H 2.329 -0.388 0.485 0.1 0.1 0.0 0.08
H 2.808 1.164 1.302 0.1 -0.2 -0.2 0.07
H -2.997 -0.841 0.969 -0.1 -0.1 0.0 0.11
H -3.414 -3.191 0.222 0.2 -0.1 0.1 0.10
H -2.129 -5.057 1.276 0.0 0.3 0.3 0.10
H -0.639 -4.592 3.238 -0.3 0.4 -0.2 0.11
H -0.352 -2.227 4.029 0.0 0.0 -0.2 0.12
H -2.394 4.020 1.614 0.1 -0.2 0.2 0.11
H -3.354 5.256 3.522 0.3 0.0 0.0 0.10
H -1.965 5.656 5.571 0.1 -0.3 -0.1 0.10
H 0.265 4.523 5.783 -0.2 0.1 -0.3 0.10
H 1.179 3.225 3.859 -0.3 0.0 0.1 0.12
```
Forces are in eV/Å.

***

Number 1: calculated total energy -112868.0754 eV. Number 2: calculated total energy -57183.3594 eV. Number 3: calculated total energy -66523.9039 eV.